The following is a quantum chemistry calculation of a 2-piece molecular cluster, C3H5FN2S overall at a distorted geometry, from the OMol25 dataset.

Computed properties:
Energy above the lowest of the compared OMol25 structures with the same formula, charge and spin in kcal per mole: 113.2
Molecular weight in g/mol: 120.2
Electronic energy in eV: -19719.71854
LUMO in eV: -1.46

CARTESIAN COORDINATES (ANGSTROEM)
C: 0.482 0.046 -0.156
C: -0.807 0.566 -0.277
C: -1.893 -0.347 -0.440
H: 1.939 0.908 1.534
H: 1.343 1.796 0.180
H: 1.902 -1.579 -0.366
H: 0.227 -1.843 0.267
H: -1.362 -1.232 -0.716
N: 1.660 0.948 -0.127
N: 1.003 -1.223 0.099
F: -1.024 1.914 -0.113
S: -3.469 0.046 0.115

Forces on atoms 1 to 2 (eV/Å):
C 3.52 2.25 0.37
C 0.62 -0.62 -0.07

Results of the Mulliken charge analysis, in e, for atoms 1 through 6: number 1, C, carries 0.339; number 2, C, carries 0.433; number 3, C, carries -0.447; number 4, H, carries 0.240; number 5, H, carries 0.322; number 6, H, carries 0.272



The following is a quantum chemistry calculation of an isolated ion of composition C3H5FN3 and charge +1 at a distorted geometry, from the OMol25 dataset.

Computed properties:
Net charge: +1
SMILES string: F[C@H]1NC=NC=[NH+]1
Energy above the lowest of the compared OMol25 structures with the same formula, charge and spin in kcal per mole: 44.2
Molecular weight in g/mol: 102.1
Electronic energy in eV: -10370.16686
LUMO in eV: -6.13

CARTESIAN COORDINATES (ANGSTROEM)
C: 0.295 -1.404 0.106
C: 0.252 0.691 0.640
C: -0.751 0.167 -1.226
N: -0.603 -1.061 -0.801
N: 0.898 -0.513 0.851
N: 0.096 1.034 -0.677
F: -1.315 0.800 1.116
H: 0.524 -2.428 -0.082
H: 0.641 1.377 1.325
H: -1.196 0.012 -2.133
H: 1.416 -0.708 1.716
H: -0.254 2.032 -0.836

Forces on atoms 1 to 2 (eV/Å):
C -0.69 -1.04 -2.29
C -2.16 2.13 3.01

Results of the Mulliken charge analysis, in e, for atoms 1 through 6: number 1, C, carries 0.022; number 2, C, carries 0.012; number 3, C, carries 0.034; number 4, N, carries -0.451; number 5, N, carries -0.075; number 6, N, carries -0.224



The following is a quantum chemistry calculation of one molecule with the formula C3H5FN4 at a distorted geometry, from the OMol25 dataset.

Computed properties:
SMILES string: [H]/N=c1/[nH]cc(F)n1N
Energy above the lowest of the compared OMol25 structures with the same formula, charge and spin in kcal per mole: 88.2
Molecular weight in g/mol: 116.1
Electronic energy in eV: -11865.68884
LUMO in eV: 0.47

CARTESIAN COORDINATES (ANGSTROEM)
C: -1.346 -0.208 0.023
C: -1.042 -1.558 -0.037
C: 0.874 -0.332 0.013
H: -0.322 2.262 0.863
H: -0.171 2.596 -0.699
H: -1.450 -2.620 -0.564
H: 1.022 -2.266 0.574
H: 2.308 0.913 -0.336
N: 0.257 1.876 0.013
N: -0.240 0.499 0.021
N: 0.430 -1.498 0.073
N: 2.155 -0.057 0.007
F: -2.475 0.394 0.049

Forces on atoms 1 to 2 (eV/Å):
C -0.92 -3.93 -0.66
C 0.62 -1.66 -0.68

Results of the Mulliken charge analysis, in e, for atoms 1 through 6: number 1, C, carries 0.568; number 2, C, carries -0.477; number 3, C, carries 0.345; number 4, H, carries 0.285; number 5, H, carries 0.282; number 6, H, carries 0.249



The following is a quantum chemistry calculation of one molecule with the formula C3H5FO at a distorted geometry, from the OMol25 dataset.

Computed properties:
SMILES string: FC[C@H]1CO1
Energy above the lowest of the compared OMol25 structures with the same formula, charge and spin in kcal per mole: 63.4
Molecular weight in g/mol: 76.1
Electronic energy in eV: -7953.75900
LUMO in eV: 1.09

CARTESIAN COORDINATES (ANGSTROEM)
C: -0.130 0.706 -0.823
C: -0.260 -0.328 0.277
C: 0.099 -1.686 0.124
H: -0.722 0.359 -1.400
H: 0.917 0.784 -1.259
H: -0.967 -0.174 1.105
H: 0.590 -1.968 -0.829
H: -0.621 -2.247 0.543
O: 0.924 -0.794 0.858
F: -0.537 1.939 -0.277

Forces on atoms 1 to 2 (eV/Å):
C 7.54 3.47 8.22
C 0.49 2.72 0.82

Results of the Mulliken charge analysis, in e, for atoms 1 through 6: number 1, C, carries -0.469; number 2, C, carries 0.129; number 3, C, carries -0.588; number 4, H, carries 0.390; number 5, H, carries 0.264; number 6, H, carries 0.379



The following is a quantum chemistry calculation of one molecule with the formula C3H5FO at a distorted geometry, from the OMol25 dataset.

Computed properties:
SMILES string: C=C(F)CO
Energy above the lowest of the compared OMol25 structures with the same formula, charge and spin in kcal per mole: 19.8
Molecular weight in g/mol: 76.1
Electronic energy in eV: -7955.65150
LUMO in eV: 0.94

CARTESIAN COORDINATES (ANGSTROEM)
C: -0.692 -0.107 0.839
C: 0.513 0.153 0.061
C: 1.550 0.928 0.265
H: -1.528 -0.822 -0.636
H: -0.600 -1.066 1.321
H: -1.009 0.705 1.492
H: 2.377 0.964 -0.426
H: 1.778 1.530 1.166
O: -1.745 -0.140 -0.054
F: 0.524 -0.670 -1.052

Forces on atoms 1 to 2 (eV/Å):
C -0.69 0.68 0.41
C 1.42 -0.09 -0.45

Results of the Mulliken charge analysis, in e, for atoms 1 through 6: number 1, C, carries -0.291; number 2, C, carries 0.572; number 3, C, carries -0.795; number 4, H, carries 0.302; number 5, H, carries 0.200; number 6, H, carries 0.282



The following is a quantum chemistry calculation of one molecule with the formula C3H5FO at a distorted geometry, from the OMol25 dataset.

Computed properties:
SMILES string: CO/C=C/F
Energy above the lowest of the compared OMol25 structures with the same formula, charge and spin in kcal per mole: 39.5
Molecular weight in g/mol: 76.1
Electronic energy in eV: -7954.79442
LUMO in eV: 1.05

CARTESIAN COORDINATES (ANGSTROEM)
C: -2.147 -0.136 -0.250
C: 0.102 -0.080 0.496
C: 1.130 0.006 -0.350
H: -2.830 0.124 0.718
H: -2.784 -0.735 -0.937
H: -1.867 0.912 -0.628
H: 0.206 0.560 1.376
H: 1.413 -0.455 -1.251
O: -1.001 -0.811 0.228
F: 2.151 0.816 -0.054

Forces on atoms 1 to 2 (eV/Å):
C -1.56 2.61 2.51
C 0.97 0.93 -1.01

Results of the Mulliken charge analysis, in e, for atoms 1 through 6: number 1, C, carries -0.574; number 2, C, carries -0.329; number 3, C, carries 0.017; number 4, H, carries 0.200; number 5, H, carries 0.236; number 6, H, carries 0.309



The following is a quantum chemistry calculation of one molecule with the formula C3H5FO3 at a distorted geometry, from the OMol25 dataset.

Computed properties:
SMILES string: C[C@H](F)C(=O)OO
Energy above the lowest of the compared OMol25 structures with the same formula, charge and spin in kcal per mole: 91.7
Molecular weight in g/mol: 108.1
Electronic energy in eV: -12047.94959
LUMO in eV: 0.34

CARTESIAN COORDINATES (ANGSTROEM)
C: -0.368 0.588 -1.042
C: -0.251 -0.968 1.318
C: -0.745 0.397 0.678
O: -1.114 0.705 -1.951
O: 1.631 0.606 -2.289
O: 0.951 0.574 -0.993
F: -2.059 0.399 0.723
H: -0.740 -1.896 1.159
H: 0.822 -1.088 1.238
H: -0.256 -0.683 2.321
H: -0.382 1.278 1.161
H: 2.510 0.088 -2.324

Forces on atoms 1 to 2 (eV/Å):
C -0.95 -0.43 2.61
C 1.46 2.70 -0.76

Results of the Mulliken charge analysis, in e, for atoms 1 through 6: number 1, C, carries 0.504; number 2, C, carries -1.163; number 3, C, carries 0.234; number 4, O, carries -0.466; number 5, O, carries -0.381; number 6, O, carries -0.134



The following is a quantum chemistry calculation of one molecule with the formula C3H5FOS at a distorted geometry, from the OMol25 dataset.

Computed properties:
SMILES string: O=C(CF)CS
Energy above the lowest of the compared OMol25 structures with the same formula, charge and spin in kcal per mole: 62.3
Molecular weight in g/mol: 108.1
Electronic energy in eV: -18789.20060
LUMO in eV: 0.43

CARTESIAN COORDINATES (ANGSTROEM)
C: 0.012 1.055 0.126
C: 0.859 0.119 -0.583
C: 1.132 -1.054 0.476
H: -1.579 -0.698 0.629
H: 0.467 2.235 0.084
H: 0.046 0.704 1.314
H: 2.204 -0.983 1.020
H: 0.912 -1.929 -0.326
O: 1.386 0.151 -1.690
F: 0.153 -1.115 1.509
S: -1.659 0.549 -0.181

Forces on atoms 1 to 2 (eV/Å):
C 1.35 3.16 3.99
C 2.48 -0.75 0.29

Results of the Mulliken charge analysis, in e, for atoms 1 through 6: number 1, C, carries -0.388; number 2, C, carries 0.409; number 3, C, carries -0.210; number 4, H, carries 0.194; number 5, H, carries 0.333; number 6, H, carries 0.241



Which of these has the lowest energy above the lowest of the compared OMol25 structures with the same formula, charge and spin?
number 5



Among the records above, which one has the highest energy above the lowest of the compared OMol25 structures with the same formula, charge and spin?
C3H5FN2S